1.
Below is a molecular structure, C25H27B2Cl3F3O3S in a non-equilibrium geometry, with properties calculated with ωB97M-V/def2-TZVPD.

Positions of all 64 atoms, in Å:
Cl (1.79646, -2.95405, 0.04535)
B (0.76560, -1.70983, 0.99569)
Cl (-0.58801, -2.62982, 1.95773)
Cl (1.85746, -0.92802, 2.32428)
O (0.20819, -0.80406, 0.06638)
C (0.06296, 0.59185, -0.07497)
C (-0.28974, 1.16691, 1.29995)
C (0.16094, 2.40903, 1.75991)
C (0.11884, 2.67328, 3.13362)
C (-0.46915, 1.74824, 3.99599)
C (-1.12819, 0.62560, 3.47110)
C (-1.13456, 0.41058, 2.10166)
H (-0.86901, 0.73020, -0.65883)
H (0.53455, 3.14649, 1.04741)
H (0.56435, 3.59517, 3.51115)
H (-0.44663, 1.91037, 5.07476)
H (-1.61838, -0.09983, 4.11685)
H (-1.80962, -0.49212, 1.60285)
C (-0.39325, 0.10396, -4.45981)
C (0.21621, 0.74401, -3.27782)
C (-0.00463, 2.05831, -2.83470)
C (0.62487, 2.37046, -1.64219)
C (1.12848, 1.18565, -0.88570)
B (-2.96564, -0.95044, 1.04780)
C (2.48791, 1.37440, -0.17916)
C (2.89871, 2.62425, 0.28265)
C (4.05952, 2.76622, 1.04863)
C (4.89993, 1.67289, 1.21054)
C (6.18119, 1.80819, 1.99186)
F (6.20542, 0.96068, 3.07091)
F (7.27681, 1.50411, 1.22510)
F (6.37129, 3.07264, 2.47647)
C (4.57248, 0.44355, 0.65465)
C (3.35655, 0.30289, -0.02556)
O (-3.85921, 0.05630, 0.81151)
C (-4.86903, -0.53897, -0.03703)
C (-6.10192, -0.78675, 0.82745)
C (-5.23734, 0.49144, -1.08354)
C (-4.19250, -1.87384, -0.55182)
C (-5.08869, -3.09093, -0.63829)
C (-3.46625, -1.71261, -1.88894)
O (-3.18643, -2.14917, 0.46020)
S (1.36184, -0.03168, -2.31149)
H (-1.07026, 0.80833, -4.95303)
H (0.38162, -0.21094, -5.16841)
H (-0.96056, -0.78639, -4.15530)
H (-0.61253, 2.74480, -3.42656)
H (0.65604, 3.35947, -1.19609)
H (2.30988, 3.52155, 0.08263)
H (4.30034, 3.72142, 1.50071)
H (5.22836, -0.41573, 0.76931)
H (3.09220, -0.69125, -0.39062)
H (-6.93212, -1.15723, 0.20969)
H (-5.91288, -1.50704, 1.63579)
H (-6.42995, 0.16200, 1.27514)
H (-6.04546, 0.11847, -1.72444)
H (-5.60200, 1.39581, -0.57906)
H (-4.38719, 0.76353, -1.72006)
H (-5.87177, -2.92854, -1.38793)
H (-4.50541, -3.96230, -0.95980)
H (-5.56225, -3.32674, 0.32083)
H (-4.18242, -1.60409, -2.71463)
H (-2.78589, -0.84753, -1.89982)
H (-2.86557, -2.61134, -2.08893)

Forces on atoms 1 to 3 (eV/Å):
Cl 0.008 -0.264 -0.007
B 0.226 0.608 0.101
Cl 0.022 -0.617 0.126

Properties
Net charge   -1
HOMO   -2.02 eV
LUMO level   0.0309 Eh
Energy   -3322.74766 Ha

2.
Below is a molecular structure, C25H27BMnN10O in a non-equilibrium geometry, with properties calculated with ωB97M-V/def2-TZVPD.

Positions of all 65 atoms, in Å:
Mn (-0.08270, -0.15760, -0.10492)
C (-0.18233, 1.50342, -3.64278)
C (0.07125, 2.07855, -2.29101)
C (0.73043, 3.25480, -1.93235)
C (0.68427, 3.31673, -0.55082)
N (0.01655, 2.24881, -0.10312)
N (-0.37974, 1.47724, -1.18229)
B (-0.33557, 1.87222, 1.41125)
N (-1.69939, 1.10595, 1.37985)
C (-2.81645, 1.34979, 2.06599)
C (-3.76758, 0.42475, 1.68410)
C (-3.16162, -0.39312, 0.73654)
C (-3.78528, -1.52550, -0.00699)
N (-1.89220, 0.01727, 0.56798)
N (0.73058, 0.85914, 1.99522)
C (1.79411, 1.02741, 2.79151)
C (2.33598, -0.21716, 3.06383)
C (1.55482, -1.14235, 2.37769)
C (1.67444, -2.62732, 2.30998)
N (0.57102, -0.49734, 1.73869)
N (-0.45226, 3.13015, 2.19020)
C (-1.25860, 4.18268, 1.87411)
C (-1.09223, 5.12721, 2.84475)
C (-0.15170, 4.57243, 3.74474)
C (0.39650, 5.18738, 4.99811)
N (0.22949, 3.37606, 3.35359)
H (0.59903, 1.80178, -4.33795)
H (-1.13356, 1.86528, -4.03536)
H (-0.23093, 0.41496, -3.60621)
H (1.16439, 3.98008, -2.60154)
H (1.06553, 4.05806, 0.13494)
H (-2.87018, 2.16401, 2.77200)
H (-4.78329, 0.35092, 2.03634)
H (-4.86652, -1.46208, 0.08322)
H (-3.48214, -2.48753, 0.41004)
H (-3.53951, -1.48822, -1.06799)
H (2.06405, 2.00927, 3.14039)
H (3.17487, -0.43125, 3.70601)
H (2.71643, -2.93275, 2.38497)
H (1.25168, -3.01398, 1.38192)
H (1.13369, -3.08787, 3.13776)
H (-1.88011, 4.17838, 0.99028)
H (-1.57614, 6.08829, 2.91587)
H (-0.03997, 6.16912, 5.16753)
H (1.47790, 5.30197, 4.93721)
H (0.18030, 4.56303, 5.86359)
O (1.74765, -0.02552, -0.62961)
C (2.69004, -0.67634, -1.15178)
C (3.99598, -0.07419, -1.18719)
C (5.03156, -0.73795, -1.74856)
C (4.82790, -2.03420, -2.30166)
C (3.58044, -2.64246, -2.27731)
C (2.48708, -2.00549, -1.71694)
C (1.17400, -2.61406, -1.68100)
N (0.05463, -2.11506, -1.15037)
C (-0.92338, -3.05030, -1.33708)
C (-0.40777, -4.13023, -1.99426)
N (0.90415, -3.83788, -2.19789)
H (4.10220, 0.91037, -0.75159)
H (6.01631, -0.29105, -1.77890)
H (5.66273, -2.55714, -2.75065)
H (3.48701, -3.63055, -2.70733)
H (-1.92847, -2.90483, -0.99265)
H (-0.85921, -5.05196, -2.32035)
H (1.56047, -4.44257, -2.66556)

Forces on atoms 1 to 3 (eV/Å):
Mn -0.311 -2.207 -1.265
C 0.004 0.027 0.050
C 0.069 -0.055 -0.020

Properties
Spin multiplicity   6
Net charge   +2
HOMO (spin up / spin down)   -13.85 / -13.85 eV
LUMO level (spin up / spin down)   -0.2723 / -0.3331 Eh
Energy   -2767.12921 Ha

3.
Below is a molecular structure, C25H27Br2InN6O5S2 in a non-equilibrium geometry, with properties calculated with ωB97M-V/def2-TZVPD.

Positions of all 68 atoms, in Å:
In (0.26203, 1.37059, -0.35055)
C (2.03820, -1.09911, -1.91840)
C (2.84429, -0.56329, -0.77697)
C (4.10715, -0.98938, -0.40348)
C (4.69338, -0.40722, 0.69193)
C (4.03330, 0.45294, 1.54700)
C (4.66898, 1.17032, 2.60940)
Br (6.46027, 0.76546, 2.93195)
C (4.07235, 2.29213, 3.13230)
C (2.72662, 2.61203, 2.85533)
Br (2.04137, 4.15796, 3.74494)
C (2.02259, 1.94544, 1.83034)
O (0.72268, 2.23418, 1.41957)
C (2.72563, 0.91191, 1.09327)
N (2.16173, 0.31437, -0.04605)
H (1.32372, -1.84726, -1.55806)
H (2.71834, -1.51606, -2.62813)
H (1.53145, -0.26356, -2.43165)
H (4.71441, -1.67604, -0.92855)
H (5.65824, -0.74868, 1.02112)
H (4.70013, 2.78632, 3.89502)
C (-7.86271, -5.64015, 0.95687)
C (-7.10360, -4.33644, 0.93147)
S (-5.41838, -4.53807, 0.45203)
O (-5.50872, -4.86068, -0.96575)
O (-4.66393, -5.33316, 1.42836)
C (-4.65349, -2.92519, 0.48029)
C (-3.13619, -3.09008, 0.67411)
N (-2.29065, -2.09516, -0.02537)
C (-1.65850, -1.07151, 0.46754)
N (-1.03702, -0.32747, -0.47042)
C (-1.37844, -0.99366, -1.64556)
C (-2.20222, -2.02723, -1.40992)
N (-2.69032, -3.06602, -2.41197)
O (-3.05952, -4.08758, -1.91742)
O (-2.59708, -2.74334, -3.54526)
C (-1.47582, -0.67397, 1.96452)
H (-8.91898, -5.55563, 0.66615)
H (-7.87014, -6.06592, 1.96847)
H (-7.41883, -6.28985, 0.15360)
H (-7.16614, -3.87505, 1.94696)
H (-7.67736, -3.65850, 0.26679)
H (-5.11651, -2.43669, 1.28974)
H (-5.10630, -2.55127, -0.45672)
H (-2.80196, -4.05480, 0.39503)
H (-2.91892, -3.00304, 1.73882)
H (-1.14938, -0.66120, -2.62428)
H (-2.29572, -0.79134, 2.65288)
H (-1.14174, 0.35201, 1.88754)
H (-0.59458, -1.28099, 2.33379)
N (-0.52005, 5.19511, -0.65733)
C (0.47480, 4.45496, -1.15794)
S (0.10156, 2.95543, -2.01653)
N (1.68906, 4.88238, -0.88331)
C (2.92768, 4.27779, -1.17022)
C (3.86203, 4.04508, -0.13816)
C (5.17541, 3.55320, -0.39507)
C (5.49594, 3.16804, -1.73330)
C (4.59259, 3.47189, -2.75331)
C (3.32745, 4.02123, -2.50587)
H (-1.52837, 5.02866, -0.92590)
H (-0.32653, 6.14211, -0.20519)
H (1.77797, 5.76579, -0.43929)
H (3.59135, 4.42832, 0.81576)
H (5.86849, 3.53603, 0.39265)
H (6.46104, 2.77832, -2.03701)
H (4.98083, 3.51750, -3.78581)
H (2.73501, 4.55707, -3.31677)

Forces on atoms 1 to 3 (eV/Å):
In 0.726 -1.174 1.213
C 0.358 0.413 -0.013
C -1.496 -0.073 0.088

Properties
Net charge   +2
HOMO   -13.44 eV
LUMO level   -0.2267 Eh
Energy   -7807.51809 Ha